DFT (the ωB97M-V functional and the def2-TZVPD basis) results for a molecular structure, C3H4O3Rb.

The calculation puts the HOMO-LUMO gap at 3.46 eV. The LUMO energy is 1.86 eV. The relative energy (zero: lowest compared OMol25 entry of this formula, charge and spin) is 35.2 kcal/mol.

Structure (ORCA input):
```
! wB97M-V def2-TZVPD RIJCOSX def2/J DEFGRID3
* xyz -1 1
Rb 0.856 1.354 0.449
O -0.927 -1.066 2.376
O 2.086 1.159 -1.993
O -0.307 -0.231 -1.486
C 0.463 -0.548 -2.595
C 1.353 0.629 -3.041
C -1.659 -1.931 2.429
H -0.152 -0.864 -3.475
H 1.147 -1.408 -2.379
H 0.673 1.394 -3.497
H 1.994 0.267 -3.884
*
```